Entry 1:
Computed, not measured: a molecular structure, C28H40Cl3N2OPtSbSi3 at a distorted geometry, with wB97M-V/def2-TZVPD.

Calculated values
HOMO level	-7.40	eV
maximum force	1.66	eV/Å
molecular weight	928.10	g mol⁻¹
energy above the lowest of the compared OMol25 structures with the same formula, charge and spin	29.73	kcal/mol

Structure (XYZ):
```
79
Properties=species:S:1:pos:R:3:forces:R:3:lowdin_charge:R:1
Pt -0.1537 0.0167 -0.0285 0.82 1.22 0.77 0.773
C -4.1697 -2.2306 0.4347 0.08 -0.38 0.13 -0.294
Sb -2.0183 -2.0823 0.2635 -1.13 0.15 -0.55 1.393
C -2.1585 0.0774 -0.3958 0.27 -0.73 0.95 -0.576
C -2.9386 1.0594 0.4082 0.01 -0.11 -0.35 -0.408
C -2.3641 1.9605 1.3144 0.02 0.17 -0.16 -0.068
C -3.1567 2.9013 1.9416 0.02 -0.04 0.00 -0.075
C -4.5183 2.9270 1.6776 0.01 0.05 0.03 -0.077
C -5.0096 2.0068 0.7696 0.02 -0.18 -0.01 -0.141
N -4.2552 1.1027 0.1463 -0.11 0.04 0.08 0.095
Si -2.6386 0.0111 -2.2534 0.25 0.27 0.21 0.422
C -1.3738 -1.0591 -3.1445 0.06 0.00 -0.10 -0.199
C -4.3405 -0.6865 -2.6154 -0.10 -0.11 -0.01 -0.195
C -2.6527 1.7746 -2.8498 -0.07 0.18 -0.04 -0.195
C -1.5515 -2.3872 2.4206 0.21 0.27 0.08 -0.556
C -0.3705 -1.5479 2.7828 -0.14 0.02 0.16 -0.408
C 0.4821 -1.9294 3.8353 -0.07 0.03 0.02 -0.059
C 1.5001 -1.1118 4.2604 0.05 -0.06 0.01 -0.035
C 1.6665 0.1283 3.6543 -0.06 0.08 0.06 -0.057
C 0.8186 0.4552 2.6277 -0.19 0.14 0.19 -0.198
N -0.1560 -0.3619 2.1683 0.23 -0.50 -0.66 -0.036
Si -2.8982 -1.9423 3.7136 0.03 -0.04 0.03 0.460
C -3.5025 -0.1995 3.5046 -0.10 0.09 -0.13 -0.153
C -4.3091 -3.1680 3.7315 -0.06 -0.14 -0.05 -0.166
C -2.2089 -1.9614 5.4630 0.14 -0.01 0.05 -0.164
Si -1.1314 -4.2607 2.4111 0.07 -0.03 -0.16 0.404
C -2.4457 -5.2399 1.5059 -0.15 0.05 -0.06 -0.194
C 0.4940 -4.4568 1.5036 0.08 -0.02 -0.04 -0.173
C -0.9717 -5.0965 4.0876 0.03 0.06 0.16 -0.170
H -4.5991 -1.8788 -0.4954 0.02 0.02 0.01 -0.031
H -4.5387 -1.6163 1.2508 -0.06 0.02 -0.04 -0.013
H -4.4465 -3.2742 0.5886 -0.07 0.05 0.02 -0.004
H -1.2973 1.9438 1.4746 0.01 0.00 0.04 0.073
H -2.7174 3.6118 2.6318 0.01 -0.01 -0.01 0.108
H -5.1751 3.6479 2.1452 0.00 -0.02 -0.01 0.098
H -6.0674 1.9881 0.5251 0.01 0.01 -0.02 0.106
H -1.7610 -2.0608 -3.3470 0.00 0.03 0.00 0.027
H -0.4562 -1.1646 -2.5650 0.01 -0.03 -0.04 -0.005
H -1.0994 -0.5981 -4.0982 -0.05 -0.04 0.02 0.025
H -4.3536 -1.7784 -2.6588 -0.02 0.03 -0.01 0.026
H -4.6611 -0.3118 -3.5929 0.05 -0.04 0.00 0.036
H -5.0608 -0.3454 -1.8721 -0.01 0.02 -0.06 0.014
H -1.7536 2.2965 -2.5276 0.00 0.02 0.00 -0.002
H -3.5253 2.2957 -2.4452 0.02 -0.03 -0.03 0.032
H -2.7024 1.8173 -3.9417 -0.03 0.01 0.04 0.028
H 0.3055 -2.8741 4.3294 0.02 0.02 -0.03 0.092
H 2.1517 -1.4240 5.0666 -0.01 -0.01 0.00 0.118
H 2.4329 0.8225 3.9676 -0.02 0.00 -0.01 0.111
H 0.9000 1.4140 2.1337 0.02 -0.03 -0.08 0.098
H -4.0453 -0.0264 2.5749 0.00 0.04 0.04 0.015
H -2.6580 0.4917 3.5196 -0.03 0.00 0.04 0.033
H -4.1654 0.0578 4.3359 0.03 -0.03 0.00 0.050
H -4.7456 -3.3616 2.7541 -0.01 0.02 0.02 0.008
H -5.0985 -2.7632 4.3718 0.04 -0.03 0.01 0.044
H -3.9948 -4.1246 4.1587 -0.02 0.03 0.00 0.032
H -1.4019 -1.2382 5.5977 -0.06 0.02 0.03 0.033
H -1.8402 -2.9346 5.7866 0.00 0.04 0.04 0.017
H -3.0224 -1.6772 6.1374 0.01 -0.01 -0.03 0.043
H -2.5611 -4.9398 0.4627 -0.01 -0.05 0.02 0.005
H -3.4214 -5.1678 1.9910 0.04 -0.03 -0.02 0.023
H -2.1477 -6.2924 1.5120 0.01 0.03 0.01 0.041
H 0.3639 -4.2696 0.4354 0.03 0.00 0.01 0.021
H 0.8869 -5.4699 1.6254 -0.03 0.02 -0.01 0.039
H 1.2502 -3.7606 1.8743 0.02 -0.04 -0.01 0.029
H -1.6423 -4.6905 4.8438 -0.02 -0.08 -0.01 0.006
H 0.0468 -5.0522 4.4816 -0.04 0.00 0.00 0.035
H -1.2258 -6.1523 3.9624 0.04 0.01 -0.01 0.039
Cl 5.6765 1.2821 -4.0244 -0.04 0.00 0.02 0.660
C 4.0885 1.1950 -3.3215 0.03 0.00 -0.08 -0.677
C 3.9193 0.6313 -2.0758 0.04 -0.04 0.07 -0.134
C 2.6415 0.5907 -1.5527 -0.15 -0.03 0.05 -0.534
Cl 2.3846 -0.1789 -0.0084 0.21 -0.20 0.28 0.761
C 1.4970 1.0994 -2.1746 -0.13 -0.04 -0.09 -0.457
O 0.3004 1.1340 -1.6309 -0.01 -0.28 -0.80 -0.294
C 1.7348 1.6096 -3.4699 -0.12 0.09 0.01 -0.561
Cl 0.3856 2.1814 -4.3901 0.08 0.03 0.02 0.752
C 2.9952 1.6707 -4.0283 0.02 0.00 -0.04 -0.131
H 4.7579 0.2282 -1.5261 -0.02 -0.01 0.00 0.109
H 3.1245 2.0796 -5.0204 -0.03 0.01 0.02 0.107
```
Forces are in eV/Å.

***

Entry 2:
Computed, not measured: a molecular structure, C28H40LiN12O4P2 at a distorted geometry, with wB97M-V/def2-TZVPD.

Calculated values
HOMO level	-10.74	eV
maximum force	1.01	eV/Å
charge	+1
molecular weight	677.60	g mol⁻¹

Structure (XYZ):
```
87
Properties=species:S:1:pos:R:3:forces:R:3:lowdin_charge:R:1
Li -1.0524 0.9004 0.9416 0.60 0.80 -0.06 0.581
C -5.3026 0.1563 -1.0668 -0.01 -0.04 0.00 -0.073
N -4.4426 -1.0275 -1.0417 -0.18 0.04 -0.03 -0.302
C -5.1579 -2.2981 -1.1442 -0.01 0.04 -0.03 -0.082
P -2.9855 -0.9649 -0.3337 0.00 0.19 0.19 0.476
O -2.4887 0.4301 -0.1695 -0.26 -0.46 -0.10 -0.339
O -3.1317 -1.6713 1.1233 0.09 0.01 -0.08 -0.258
P -2.4043 -1.2266 2.4992 0.34 0.15 -0.18 0.468
O -1.1967 -0.3885 2.2744 -0.31 -0.39 0.14 -0.347
N -2.0365 -2.6921 3.1275 -0.19 -0.12 0.10 -0.288
C -1.2067 -2.6668 4.3373 -0.02 -0.03 -0.02 -0.076
C -2.9640 -3.8234 3.0868 0.09 -0.03 -0.02 -0.093
N -3.5196 -0.4136 3.3770 -0.08 0.15 0.08 -0.282
C -3.4390 1.0427 3.5103 -0.04 -0.03 -0.03 -0.072
C -4.8804 -0.9356 3.4738 0.05 0.02 0.04 -0.078
N -2.0595 -2.0524 -1.1345 0.14 -0.06 -0.07 -0.291
C -2.0190 -2.0411 -2.5974 0.01 -0.02 0.05 -0.082
C -0.8256 -2.5549 -0.5259 -0.05 -0.08 -0.02 -0.067
H -5.8526 0.1796 -2.0079 0.00 -0.01 -0.01 0.091
H -4.7028 1.0577 -0.9873 0.03 -0.01 0.00 0.077
H -6.0257 0.1322 -0.2463 -0.01 0.01 0.00 0.087
H -5.7285 -2.3203 -2.0732 -0.01 0.01 0.00 0.092
H -5.8512 -2.4230 -0.3078 -0.01 -0.01 0.00 0.090
H -4.4588 -3.1313 -1.1508 0.03 0.01 0.02 0.082
H -0.4895 -1.8511 4.2859 -0.02 0.03 -0.02 0.076
H -0.6507 -3.6018 4.3981 -0.01 -0.01 -0.01 0.092
H -1.8161 -2.5614 5.2395 0.01 0.01 0.01 0.092
H -3.5360 -3.8189 2.1625 -0.01 0.03 0.00 0.077
H -3.6488 -3.8195 3.9404 0.00 -0.01 0.00 0.086
H -2.3889 -4.7488 3.1232 0.03 0.00 0.00 0.092
H -2.4062 1.3710 3.4408 0.01 -0.02 0.00 0.066
H -3.8299 1.3352 4.4850 -0.02 -0.03 0.01 0.094
H -4.0256 1.5452 2.7346 0.00 0.01 -0.01 0.093
H -4.8972 -2.0161 3.3545 0.02 -0.02 -0.01 0.066
H -5.5217 -0.4945 2.7041 -0.02 0.00 0.00 0.088
H -5.2963 -0.6979 4.4529 0.00 0.01 0.00 0.095
H -2.9246 -1.5978 -3.0032 -0.01 0.01 0.02 0.083
H -1.9385 -3.0670 -2.9584 0.00 -0.01 0.00 0.094
H -1.1546 -1.4862 -2.9754 0.01 0.02 0.01 0.073
H -0.9614 -2.7572 0.5341 -0.02 0.04 0.01 0.068
H 0.0094 -1.8572 -0.6481 0.00 0.02 0.00 0.089
H -0.5561 -3.4915 -1.0144 -0.01 0.00 0.00 0.095
C 3.8602 3.0881 2.6066 -0.10 0.02 0.05 -0.068
N 2.4915 2.5860 2.6574 0.12 -0.07 0.11 -0.116
C 1.5349 2.6384 1.7309 -0.08 0.11 -0.02 -0.159
N 0.4551 2.0004 2.1462 0.02 -0.21 0.10 0.028
C 0.8363 1.5526 3.3758 -0.02 -0.01 0.03 -0.217
N 2.0585 1.8778 3.7249 -0.05 0.08 -0.17 0.129
C 4.8383 2.0974 2.0256 0.03 -0.03 0.02 -0.193
C 5.9080 1.6433 2.7834 0.03 -0.03 0.00 -0.021
C 6.8270 0.7504 2.2428 -0.02 0.01 0.01 -0.048
C 6.6801 0.3002 0.9441 0.02 0.00 0.00 -0.008
C 5.6059 0.7521 0.1803 0.06 -0.07 -0.09 -0.131
C 4.6938 1.6479 0.7200 -0.05 0.04 -0.01 0.030
C 5.4462 0.2813 -1.1967 -0.01 0.21 0.22 -0.292
N 6.2186 -0.4706 -1.8933 -0.11 -0.16 -0.27 0.134
N 5.5936 -0.6273 -3.1356 0.24 0.01 0.23 0.134
C 4.5096 0.0552 -3.0782 -0.23 0.11 -0.10 -0.294
O 4.3402 0.6702 -1.8799 0.01 -0.08 -0.02 0.120
C 3.4601 0.2164 -4.0859 0.10 -0.04 0.02 -0.129
C 3.5540 -0.4483 -5.3019 -0.03 -0.02 -0.06 -0.007
C 2.5327 -0.3091 -6.2293 0.02 0.00 0.01 -0.051
C 1.4207 0.4685 -5.9392 0.00 -0.03 0.02 -0.032
C 1.3249 1.1346 -4.7209 -0.05 -0.01 -0.07 -0.193
C 0.1029 1.9830 -4.4401 -0.03 0.01 0.09 -0.063
N -0.0704 2.2784 -3.0242 -0.10 0.11 -0.12 -0.129
C -0.1650 1.4335 -1.9959 0.17 -0.02 0.02 -0.163
N -0.1952 2.0941 -0.8542 -0.21 -0.09 -0.14 0.044
C -0.1414 3.3909 -1.2669 -0.05 0.02 0.06 -0.210
N -0.0684 3.5506 -2.5688 0.18 -0.15 0.06 0.128
C 2.3574 1.0161 -3.8064 0.00 0.05 0.06 0.026
H 4.1313 3.3331 3.6304 0.01 0.03 0.00 0.127
H 3.8459 4.0131 2.0297 0.00 -0.01 -0.04 0.137
H 1.6509 3.1481 0.7888 0.02 -0.02 0.01 0.113
H 0.1962 0.9712 4.0180 0.00 0.00 -0.04 0.099
H 6.0253 1.9861 3.8042 0.00 0.00 -0.01 0.118
H 7.6577 0.4040 2.8427 -0.01 0.00 0.00 0.113
H 7.3845 -0.3958 0.5088 -0.01 0.01 0.00 0.121
H 3.8694 1.9955 0.1083 0.00 0.01 0.02 0.116
H 4.4165 -1.0684 -5.5059 0.00 0.01 0.00 0.121
H 2.5976 -0.8196 -7.1809 0.00 0.00 0.01 0.112
H 0.6216 0.5552 -6.6667 0.00 0.00 0.01 0.119
H -0.7951 1.4861 -4.8093 0.00 -0.01 -0.03 0.131
H 0.1722 2.9496 -4.9361 0.01 0.02 0.02 0.138
H -0.1746 0.3623 -2.1182 -0.02 0.03 0.02 0.122
H -0.1649 4.2324 -0.5923 -0.03 -0.02 -0.02 0.114
H 2.3204 1.5427 -2.8627 -0.02 0.00 0.01 0.119
```
Forces are in eV/Å.